# 1
C53H51EuGe2N8P as an isolated structure in a non-equilibrium geometry. Source: the OMol25 dataset; level of theory: wB97M-V/def2-TZVPD.

```
! RIJCOSX wB97M-V def2-TZVPD def2/J DEFGRID3
* xyz -1 7
Eu -0.25 -0.44 0.03
C 1.54 4.24 -4.91
C 1.31 3.21 -5.81
C 0.85 1.97 -5.38
C 0.60 1.79 -4.03
C 0.22 0.62 -3.27
N -0.06 1.06 -1.88
C 0.70 2.31 -1.78
N 1.40 2.76 -0.80
C 1.75 2.22 0.37
C 2.78 2.76 1.19
C 3.57 3.91 1.11
C 4.49 4.14 2.10
C 4.68 3.22 3.15
C 3.94 2.06 3.23
C 2.97 1.84 2.25
C 2.07 0.76 2.01
N 2.08 -0.37 2.77
C 1.75 -1.54 2.28
N 1.27 -1.80 1.04
C 1.22 -3.15 0.83
N 0.93 -3.79 -0.26
C 0.65 -3.20 -1.45
N 0.36 -1.90 -1.70
C 0.31 -1.74 -3.07
N 0.28 -0.57 -3.73
C 0.55 -2.99 -3.72
C 0.67 -3.38 -5.05
C 1.00 -4.69 -5.32
C 1.21 -5.62 -4.29
C 1.09 -5.25 -2.97
C 0.75 -3.93 -2.68
C 1.70 -3.82 2.04
C 1.94 -5.15 2.33
C 2.50 -5.46 3.56
C 2.80 -4.46 4.48
C 2.58 -3.12 4.18
C 2.03 -2.81 2.96
N 1.32 1.01 0.91
C 0.85 2.84 -3.12
C 1.33 4.06 -3.55
H 1.91 5.19 -5.27
H 1.51 3.37 -6.86
H 0.70 1.16 -6.07
H 3.44 4.61 0.30
H 5.09 5.04 2.09
H 5.43 3.43 3.90
H 4.08 1.34 4.02
H 0.53 -2.66 -5.84
H 1.10 -5.01 -6.35
H 1.49 -6.63 -4.55
H 1.26 -5.96 -2.17
H 1.70 -5.92 1.60
H 2.71 -6.49 3.81
H 3.23 -4.74 5.43
H 2.83 -2.33 4.88
H 1.56 4.84 -2.84
C -5.09 -3.30 0.23
Ge -3.80 -1.81 -0.15
C -3.42 -1.91 -2.11
C -4.90 -0.15 0.12
C -2.13 -1.81 0.89
H -6.00 -3.19 -0.35
H -5.36 -3.33 1.28
H -4.64 -4.25 -0.03
H -3.95 -2.76 -2.55
H -2.36 -2.06 -2.29
H -3.74 -1.02 -2.64
H -5.79 -0.18 -0.50
H -4.34 0.75 -0.15
H -5.23 -0.05 1.15
H -1.71 -2.82 0.70
H -2.41 -1.83 1.95
C -2.23 1.10 2.74
P -1.28 2.39 1.80
C -2.56 3.72 1.74
C -3.90 3.41 1.53
C -4.85 4.40 1.40
C -4.48 5.73 1.49
C -3.15 6.06 1.70
C -2.20 5.06 1.81
C -0.28 3.11 3.15
C -0.41 2.79 4.50
C 0.41 3.37 5.44
C 1.38 4.28 5.06
C 1.52 4.62 3.73
C 0.69 4.04 2.78
H -2.86 1.54 3.52
H -1.49 0.42 3.18
H -2.86 0.53 2.06
H -4.21 2.38 1.45
H -5.89 4.14 1.22
H -5.23 6.51 1.39
H -2.85 7.10 1.75
H -1.17 5.33 1.97
H -1.15 2.07 4.82
H 0.29 3.10 6.48
H 2.03 4.72 5.81
H 2.28 5.32 3.42
H 0.81 4.29 1.74
C -4.25 2.87 -2.15
Ge -2.32 2.96 -2.64
C -2.32 2.94 -4.64
C -1.74 4.70 -1.86
C -1.51 1.30 -1.78
H -4.78 3.70 -2.61
H -4.39 2.96 -1.08
H -4.73 1.95 -2.49
H -3.26 3.35 -5.00
H -2.23 1.92 -5.00
H -1.50 3.52 -5.05
H -2.15 5.51 -2.46
H -0.67 4.81 -1.81
H -2.15 4.78 -0.86
H -2.03 0.44 -2.23
H -1.82 1.37 -0.72
*
```

Maximum force   1.6 eV Å⁻¹
Frontier orbital gap (alpha / beta)   4.9 / 4.8 eV
Energy   -209362.7424 eV
Relative energy (zero: lowest compared OMol25 entry of this formula, charge and spin)   18.3 kcal per mole
Highest occupied orbital energy (alpha / beta)   -3.25 / -3.24 eV
⟨S²⟩   12.02



# 2
A 2-piece molecular cluster, C3H5N3 overall. Source: the OMol25 dataset; level of theory: wB97M-V/def2-TZVPD.

```
! RIJCOSX wB97M-V def2-TZVPD def2/J DEFGRID3
* xyz 0 1
N 1.85 0.40 -0.40
C 0.70 1.10 -0.23
C -0.28 1.76 -0.01
C -1.69 -0.76 1.26
N -0.97 -1.26 0.48
N -0.06 -1.80 -0.19
H 2.60 0.95 -0.79
H 1.72 -0.52 -0.82
H -1.14 2.39 0.07
H -2.23 0.11 1.57
H -0.49 -2.37 -0.92
*
```

Maximum force   0.8 eV Å⁻¹
Frontier orbital gap   9.7 eV
Energy   -7657.1166 eV
Relative energy (zero: lowest compared OMol25 entry of this formula, charge and spin)   123.1 kcal per mole
Highest occupied orbital energy   -8.55 eV



# 3
An isolated ion of composition C8H13N4 and charge +1 in a non-equilibrium geometry. Source: the OMol25 dataset; level of theory: wB97M-V/def2-TZVPD.

```
! RIJCOSX wB97M-V def2-TZVPD def2/J DEFGRID3
* xyz 1 1
C -3.14 -0.74 0.95
C -1.88 -0.21 0.40
N -1.56 1.03 0.35
C -0.23 1.16 -0.24
C -0.27 2.06 -1.51
C 0.63 1.79 0.79
N 1.73 1.27 1.11
C 2.39 0.34 0.51
N 1.67 -0.70 0.20
C 2.20 -2.02 0.05
C 0.15 -0.28 -0.61
N -0.91 -1.03 -0.11
H -3.54 0.04 1.62
H -2.97 -1.87 1.34
H -3.77 -0.89 0.18
H -0.96 2.93 -1.29
H -0.77 1.54 -2.32
H 0.74 2.40 -1.74
H 0.27 2.49 1.50
H 3.49 0.42 0.58
H 1.62 -2.59 -0.65
H 2.29 -2.66 0.94
H 3.32 -1.96 -0.33
H 0.46 -0.52 -1.59
H -0.95 -2.01 -0.13
*
```

Maximum force   4.3 eV Å⁻¹
Frontier orbital gap   8.7 eV
Energy   -14458.4612 eV
Relative energy (zero: lowest compared OMol25 entry of this formula, charge and spin)   66.8 kcal per mole
Highest occupied orbital energy   -13.28 eV



# 4
A 2-piece molecular cluster, C6H9BFO7 overall in a non-equilibrium geometry. Source: the OMol25 dataset; level of theory: wB97M-V/def2-TZVPD.

```
! RIJCOSX wB97M-V def2-TZVPD def2/J DEFGRID3
* xyz -1 1
O 1.30 2.16 2.53
C 1.28 1.01 2.01
O 1.30 -0.13 2.88
C 1.29 0.77 0.42
C -0.11 0.33 -0.21
C -0.69 -1.14 -0.10
B 0.33 -2.37 0.02
O 1.76 -2.37 -0.09
O -0.27 -3.70 0.21
C -1.23 1.35 0.34
O -1.75 1.81 -0.96
C -0.65 1.74 -1.89
O -0.32 2.56 -2.75
O 0.09 0.54 -1.63
H 0.38 -0.42 3.02
H 2.19 0.14 0.13
H 1.51 1.82 -0.02
H -1.45 -1.23 0.78
H -1.34 -1.32 -1.05
H 2.08 -1.84 -0.85
H -0.89 -3.77 -0.56
H -0.85 2.33 0.82
H -2.06 0.94 1.01
F -1.91 0.77 -4.05
*
```

Maximum force   5.3 eV Å⁻¹
Frontier orbital gap   5.8 eV
Energy   -24095.1848 eV
Highest occupied orbital energy   -3.59 eV



# 5
C35H32Br4CuN3O2S as an isolated structure in a non-equilibrium geometry. Source: the OMol25 dataset; level of theory: wB97M-V/def2-TZVPD.

```
! RIJCOSX wB97M-V def2-TZVPD def2/J DEFGRID3
* xyz -1 2
Cu 0.79 1.35 -0.09
Br 5.62 7.42 -0.46
C 4.66 5.79 -0.34
C 5.30 4.56 -0.75
Br 7.13 4.64 -1.16
C 4.65 3.35 -0.75
Br 5.58 1.75 -1.08
C 3.23 3.22 -0.49
O 2.58 2.16 -0.64
C 2.58 4.53 0.16
O 1.58 4.41 0.86
C 3.37 5.77 0.06
Br 2.36 7.31 0.50
C -3.70 -3.75 1.04
C -4.20 -2.90 -0.20
C -5.53 -2.23 0.05
C -4.30 -3.76 -1.46
C -3.07 -1.88 -0.40
C -3.32 -0.51 -0.52
C -2.25 0.38 -0.44
N -0.96 0.08 -0.32
C -0.69 -1.23 -0.46
C -1.72 -2.22 -0.46
C 0.68 -1.59 -0.64
C 1.10 -2.92 -0.87
C 2.40 -3.29 -0.64
C 3.34 -2.22 -0.50
C 2.88 -0.90 -0.45
N 1.57 -0.56 -0.44
C 2.84 -4.75 -0.40
C 3.68 -4.76 0.88
C 3.69 -5.31 -1.56
C 1.60 -5.65 -0.23
H -4.53 -4.38 1.45
H -3.39 -3.01 1.80
H -2.87 -4.44 0.79
H -6.29 -2.99 0.35
H -5.92 -1.74 -0.86
H -5.46 -1.53 0.88
H -5.06 -4.55 -1.39
H -3.29 -4.18 -1.65
H -4.54 -3.10 -2.31
H -4.28 -0.04 -0.70
H -2.54 1.44 -0.48
H -1.45 -3.29 -0.50
H 0.33 -3.69 -1.07
H 4.40 -2.42 -0.42
H 3.59 -0.06 -0.33
H 4.58 -4.10 0.83
H 4.02 -5.82 1.10
H 3.02 -4.40 1.73
H 4.60 -4.71 -1.74
H 3.12 -5.35 -2.50
H 3.97 -6.35 -1.27
H 0.99 -5.45 0.68
H 1.92 -6.70 -0.10
H 0.87 -5.62 -1.06
S 1.22 2.09 4.46
C 1.39 0.43 4.08
C 1.24 0.24 2.72
N 1.01 1.42 2.01
C 0.95 2.44 2.82
H 1.56 -0.42 4.78
H 1.35 -0.70 2.14
H 0.73 3.46 2.51
C -0.39 2.76 -0.63
C -1.21 3.72 -0.63
C -2.20 4.73 -0.60
C -3.00 4.86 0.58
C -3.98 5.81 0.68
C -4.20 6.73 -0.39
C -3.42 6.64 -1.53
C -2.45 5.63 -1.65
H -2.82 4.19 1.39
H -4.63 5.85 1.57
H -5.00 7.46 -0.36
H -3.58 7.28 -2.43
H -1.85 5.55 -2.54
*
```

Maximum force   4.1 eV Å⁻¹
Frontier orbital gap (alpha / beta)   5.1 / 5.1 eV
Energy   -381022.7647 eV
Relative energy (zero: lowest compared OMol25 entry of this formula, charge and spin)   3.8 kcal per mole
Highest occupied orbital energy (alpha / beta)   -3.24 / -3.21 eV
⟨S²⟩   0.77



# 6
A 2-piece molecular cluster, C20H15Cl6O6 overall in a non-equilibrium geometry. Source: the OMol25 dataset; level of theory: wB97M-V/def2-TZVPD.

```
! RIJCOSX wB97M-V def2-TZVPD def2/J DEFGRID3
* xyz -1 1
Cl -0.86 -0.17 -0.54
C 3.07 -1.36 2.32
Cl 4.35 -0.42 1.71
C 2.12 -0.69 3.22
O 1.98 0.53 3.23
C 1.25 -1.61 3.98
Cl 0.42 -0.96 5.30
C 1.03 -2.90 3.52
Cl 0.02 -3.97 4.39
C 1.64 -3.33 2.31
Cl 1.15 -4.78 1.55
C 2.69 -2.55 1.73
Cl 3.40 -3.03 0.25
C 1.28 3.63 3.54
O 1.95 3.52 2.26
C 1.19 3.41 1.13
C 1.90 3.10 -0.05
C 1.22 2.72 -1.19
C -0.18 2.60 -1.17
C -0.92 1.97 -2.31
C -1.20 0.46 -2.12
C -2.66 0.08 -2.33
O -3.54 0.89 -2.53
O -2.94 -1.23 -2.15
C -2.00 -2.24 -2.60
C -1.40 -3.11 -1.52
C -2.90 -3.11 -3.47
O -0.94 -1.66 -3.36
C -0.50 -0.39 -3.17
O 0.41 0.05 -3.85
C -0.88 3.08 -0.05
C -0.22 3.49 1.10
H 2.10 3.63 4.25
H 0.71 4.57 3.60
H 0.62 2.76 3.72
H 2.99 3.10 -0.01
H 1.78 2.49 -2.10
H -1.90 2.44 -2.46
H -0.34 2.03 -3.23
H -0.49 -2.68 -1.09
H -2.12 -3.32 -0.73
H -1.13 -4.06 -1.98
H -3.41 -2.46 -4.19
H -2.34 -3.90 -3.98
H -3.65 -3.55 -2.80
H -1.98 3.10 -0.08
H -0.78 3.80 1.97
*
```

Maximum force   2.1 eV Å⁻¹
Frontier orbital gap   6.3 eV
Energy   -108404.5372 eV
Relative energy (zero: lowest compared OMol25 entry of this formula, charge and spin)   0.0 kcal per mole
Highest occupied orbital energy   -3.84 eV



# 7
A 2-piece molecular cluster, C5H14N2O overall in a non-equilibrium geometry. Source: the OMol25 dataset; level of theory: wB97M-V/def2-TZVPD.

```
! RIJCOSX wB97M-V def2-TZVPD def2/J DEFGRID3
* xyz 0 1
H -3.74 1.24 -1.38
N -3.11 0.56 -1.81
C -1.93 0.27 -1.44
N -1.37 0.98 -0.24
C 0.01 1.54 -0.57
C 0.94 1.18 0.55
C 1.26 -0.30 0.64
C 1.86 -1.25 -0.44
H -1.18 -0.40 -2.03
H -1.99 1.76 -0.01
H -0.05 2.70 -0.70
H 0.45 1.06 -1.45
H 1.98 1.55 0.32
H 0.81 1.51 1.61
H 2.03 -0.37 1.35
H 0.28 -0.80 0.96
H 2.94 -0.89 -0.50
H 1.74 -2.26 -0.17
H 1.50 -1.12 -1.52
O -1.17 -2.59 2.23
H -0.74 -1.93 1.59
H -0.52 -2.44 2.98
*
```

Maximum force   4.4 eV Å⁻¹
Frontier orbital gap   10.1 eV
Energy   -10437.5657 eV
Relative energy (zero: lowest compared OMol25 entry of this formula, charge and spin)   79.8 kcal per mole
Highest occupied orbital energy   -9.20 eV



# 8
A 2-piece molecular cluster, C3H8NS overall in a non-equilibrium geometry. Source: the OMol25 dataset; level of theory: wB97M-V/def2-TZVPD.

```
! RIJCOSX wB97M-V def2-TZVPD def2/J DEFGRID3
* xyz -1 1
C 1.85 0.80 1.90
S 1.42 -0.95 2.22
H 2.42 1.26 2.70
H 0.93 1.38 1.78
H 2.40 0.89 0.97
C -1.50 -0.54 -2.32
C -0.75 -0.22 -1.25
N -1.06 -0.36 0.08
H -2.56 -0.76 -2.22
H -1.16 -0.32 -3.31
H 0.22 0.22 -1.45
H -1.97 -0.75 0.24
H -0.25 -0.65 0.66
*
```

Maximum force   1.1 eV Å⁻¹
Frontier orbital gap   6.5 eV
Energy   -15566.3250 eV
Relative energy (zero: lowest compared OMol25 entry of this formula, charge and spin)   16.5 kcal per mole
Highest occupied orbital energy   -2.52 eV



# 9
C8H10O5V as an isolated structure in a non-equilibrium geometry. Source: the OMol25 dataset; level of theory: wB97M-V/def2-TZVPD.

```
! RIJCOSX wB97M-V def2-TZVPD def2/J DEFGRID3
* xyz 2 4
V 1.08 -1.02 0.46
C 0.34 -2.41 1.49
O -0.19 -3.23 2.14
C 2.89 -1.49 0.52
O 4.00 -1.85 0.63
C 0.95 0.38 1.72
O 0.92 0.99 2.74
C 0.47 -1.64 -1.26
O 0.19 -2.33 -2.17
C 1.49 3.38 -2.62
H 0.83 3.03 -3.42
H 1.06 4.07 -1.88
C 2.78 3.01 -2.56
H 3.45 3.38 -1.77
H 3.22 2.34 -3.31
C -3.15 -1.57 1.00
C -2.41 -0.33 1.34
O -1.65 0.03 0.16
H -3.72 -1.43 0.10
H -3.80 -1.91 1.80
H -2.45 -2.38 0.82
H -3.09 0.47 1.69
H -1.70 -0.49 2.16
H -1.50 1.00 0.23
*
```

Maximum force   12.3 eV Å⁻¹
Frontier orbital gap (alpha / beta)   3.8 / 3.7 eV
Energy   -44359.9823 eV
Relative energy (zero: lowest compared OMol25 entry of this formula, charge and spin)   0.0 kcal per mole
Highest occupied orbital energy (alpha / beta)   -15.36 / -15.44 eV
⟨S²⟩   3.78



# 10
C29H41CrF5P2S as an isolated structure in a non-equilibrium geometry. Source: the OMol25 dataset; level of theory: wB97M-V/def2-TZVPD.

```
! RIJCOSX wB97M-V def2-TZVPD def2/J DEFGRID3
* xyz 1 4
Cr 0.00 -0.74 1.87
C -1.81 -1.28 3.07
C -1.43 -2.39 2.26
C 0.37 -1.86 3.64
C -0.71 -0.96 3.93
C -0.08 -2.75 2.59
C -3.19 -0.70 3.15
H -3.72 -0.82 2.19
H -3.17 0.37 3.41
H -3.76 -1.22 3.94
C -0.73 0.11 4.97
H -1.56 0.81 4.79
H 0.21 0.68 4.95
H -0.87 -0.29 5.99
C 1.72 -1.84 4.25
H 1.72 -2.32 5.23
H 2.05 -0.80 4.38
H 2.46 -2.35 3.63
C 0.69 -3.86 1.95
H 0.66 -4.76 2.58
H 1.75 -3.59 1.78
H 0.25 -4.11 0.97
C -2.36 -3.16 1.36
H -2.66 -4.07 1.90
H -1.89 -3.46 0.41
H -3.26 -2.58 1.14
C -0.97 1.73 -0.15
C -2.12 1.03 -0.11
C -2.65 -0.10 -0.95
C -1.65 -0.83 -1.89
C -0.38 -1.26 -1.26
C 0.73 -0.55 -1.00
C 1.11 0.84 -1.42
C 0.07 1.97 -1.18
H -3.50 0.32 -1.54
H -1.47 -0.14 -2.75
H -3.11 -0.89 -0.33
H -0.38 2.28 -2.13
H -0.74 2.25 0.79
H -2.79 1.29 0.71
H 0.65 2.85 -0.84
H 2.02 1.13 -0.88
H 1.58 -1.10 -0.59
H 1.42 0.83 -2.47
H -2.14 -1.71 -2.34
H -0.34 -2.33 -1.03
P -0.75 0.97 -4.18
C -0.80 2.77 -4.47
C -1.95 0.36 -5.42
P 1.61 -1.07 -4.72
C 0.84 0.60 -5.04
C 0.96 -1.89 -6.26
C 3.17 -0.54 -5.59
H 0.09 3.24 -4.02
H -1.71 3.19 -4.03
H -0.79 2.91 -5.56
H -1.80 0.95 -6.33
H -2.97 0.52 -5.03
H -1.81 -0.71 -5.62
H 2.93 -0.19 -6.61
H 3.85 -1.40 -5.65
H 3.65 0.28 -5.03
H 1.56 1.40 -4.77
H 0.61 0.71 -6.12
H 1.50 -2.84 -6.38
H 1.15 -1.26 -7.14
H -0.12 -2.10 -6.18
F 2.54 4.36 6.90
C 2.30 3.63 5.81
C 1.22 3.92 4.98
F 0.41 4.95 5.32
C 0.99 3.18 3.82
F -0.12 3.48 3.09
C 1.81 2.10 3.42
S 1.54 1.18 1.96
C 2.92 1.87 4.26
F 3.79 0.87 3.94
C 3.15 2.59 5.43
F 4.19 2.29 6.23
*
```

Maximum force   2.7 eV Å⁻¹
Frontier orbital gap (alpha / beta)   5.5 / 6.8 eV
Energy   -102151.1801 eV
Highest occupied orbital energy (alpha / beta)   -10.09 / -10.09 eV
⟨S²⟩   3.96



# 11
A 2-piece molecular cluster, C4H10NO overall in a non-equilibrium geometry. Source: the OMol25 dataset; level of theory: wB97M-V/def2-TZVPD.

```
! RIJCOSX wB97M-V def2-TZVPD def2/J DEFGRID3
* xyz 1 1
C 1.63 2.04 -0.11
C 0.42 1.13 -0.18
C -0.86 1.51 -0.21
C 1.56 -0.97 -0.86
N 0.60 -0.28 -0.35
H 2.55 1.44 -0.15
H 1.64 2.51 -1.12
H 1.57 2.71 0.73
H -1.76 1.00 0.15
H -1.09 2.53 -0.56
H 1.18 -1.95 -1.14
H 2.57 -0.57 -0.91
H -0.28 -0.79 -0.25
H -2.33 -3.47 1.58
H -3.39 -2.81 0.75
O -2.70 -2.60 1.39
*
```

Maximum force   2.8 eV Å⁻¹
Frontier orbital gap   9.0 eV
Energy   -7839.0855 eV
Relative energy (zero: lowest compared OMol25 entry of this formula, charge and spin)   51.5 kcal per mole
Highest occupied orbital energy   -14.33 eV